Run A
Density functional theory data (ωB97M-V with the def2-TZVPD basis set) for 2 unconnected molecules or ions with the total composition C5H16NO.

## Properties
- lowest unoccupied orbital energy (eV) = -3.208
- molar mass (g mol⁻¹) = 106.2
- charge = +1
- HOMO energy (hartree) = -0.5518

CARTESIAN COORDINATES (ANGSTROEM)
C -0.94819 -0.45342 0.26848
C 0.04578 0.62983 0.62399
C 1.52333 0.17320 0.56646
C 1.77800 -0.97011 1.56920
C 2.43831 1.36450 0.81288
N -0.78244 -0.85560 -1.17854
H -0.82728 -1.34853 0.88385
H -1.97890 -0.11435 0.37307
H -0.11364 1.48052 -0.04790
H -0.12255 0.97181 1.64078
H 1.74245 -0.24225 -0.42573
H 1.60501 -1.94358 1.09021
H 2.83344 -0.99664 1.82870
H 1.20996 -0.93882 2.49728
H 2.05926 2.29698 0.37559
H 3.44534 1.23923 0.41826
H 2.53503 1.53993 1.88084
H -0.41455 -1.80082 -1.29464
H -0.12920 -0.23655 -1.66064
H -1.69456 -0.81935 -1.66051
H -4.08025 -0.21161 -2.23303
H -3.34901 1.13220 -2.09409
O -3.23478 0.17712 -1.98955

Run B
Density functional theory data (ωB97M-V with the def2-TZVPD basis set) for 2 unconnected molecules or ions with the total composition C5H16NO.

## Properties
- lowest unoccupied orbital energy (eV) = -3.232
- molar mass (g mol⁻¹) = 106.2
- charge = +1
- HOMO energy (hartree) = -0.5581

CARTESIAN COORDINATES (ANGSTROEM)
C 0.27857 0.78876 0.49317
C 0.67224 -0.17588 -0.61806
C 1.55874 0.65794 -1.60397
C -0.56916 -0.72272 -1.31736
C -0.18626 -1.92900 -2.21029
N -0.60204 0.14365 1.54675
H 1.10581 1.26270 1.01353
H -0.33029 1.54774 -0.00074
H 1.33794 -0.94647 -0.24985
H 1.65018 1.69381 -1.28053
H 1.09117 0.74163 -2.58961
H 2.51524 0.16941 -1.71698
H -0.96229 0.03504 -1.99683
H -1.31246 -1.13160 -0.62665
H 0.41912 -2.67725 -1.69848
H 0.35755 -1.58648 -3.08966
H -1.07615 -2.44389 -2.54050
H -0.24656 0.27613 2.49897
H -0.63563 -0.87790 1.49187
H -1.53391 0.54809 1.52784
H -1.20141 2.30056 4.13214
H -1.06876 0.97534 4.85090
O -1.26165 1.35039 3.98435

Each structure's energy above the most stable one, in kJ/mol: run A 0.0; run B 32.5.

Run A
Density functional theory data (ωB97M-V with the def2-TZVPD basis set) for 6 unconnected molecules or ions with the total composition C24H66N6O6.

## Properties
- SMILES string = COC[C@H](C)N.COC[C@H](C)N.COC[C@H](C)N.COC[C@H](C)N.COC[C@H](C)N.COC[C@H](C)N
- lowest unoccupied orbital energy (eV) = 0.619
- molar mass (g mol⁻¹) = 534.8
- charge = 0
- HOMO energy (hartree) = -0.3139

CARTESIAN COORDINATES (ANGSTROEM)
C -2.02993 1.25511 -2.59960
C -1.84973 2.78039 -2.69910
C -2.33222 3.41941 -1.41743
O -3.68722 3.12615 -1.13344
C -4.58227 4.00675 -1.78197
N -0.44410 3.13647 -2.86755
H -3.08121 0.96639 -2.54883
H -1.55348 0.96285 -1.66080
H -1.56494 0.75886 -3.45161
H -2.41805 3.21073 -3.52806
H -2.19014 4.50916 -1.46500
H -1.71985 3.07982 -0.57667
H -4.45779 5.01744 -1.37394
H -5.60007 3.72664 -1.50215
H -4.49060 3.95644 -2.86690
H -0.04154 2.64105 -3.65235
H 0.08358 2.88979 -2.02728
C -2.23046 -4.01999 3.06020
C -3.73707 -4.02633 2.98176
C -4.35338 -5.23420 3.68052
O -3.71336 -6.41135 3.25863
C -4.32217 -7.56661 3.78822
N -4.29073 -2.76606 3.48027
H -1.85321 -3.98742 4.08729
H -1.84749 -3.08955 2.62521
H -1.77301 -4.81569 2.47856
H -4.03782 -4.12431 1.93279
H -5.43601 -5.31262 3.49212
H -4.25547 -5.09859 4.77638
H -3.85655 -8.43753 3.34140
H -5.40403 -7.54862 3.59978
H -4.20938 -7.57751 4.88184
H -4.18013 -2.72189 4.49166
H -5.29864 -2.80236 3.34512
C -1.14708 -3.61141 -1.62679
C -2.62679 -3.65601 -2.02416
C -3.32067 -2.32792 -1.76324
O -3.13314 -1.95704 -0.41676
C -3.89676 -0.84725 -0.06538
N -2.70488 -4.01540 -3.46572
H -1.03958 -3.07606 -0.68273
H -0.54615 -3.12770 -2.39763
H -0.76729 -4.62314 -1.48061
H -3.11632 -4.43004 -1.43526
H -4.40355 -2.51488 -1.90691
H -3.08423 -1.54829 -2.49841
H -4.94976 -0.90104 -0.38434
H -3.54924 0.07841 -0.54197
H -3.89178 -0.69688 1.01220
H -3.66583 -4.29952 -3.65967
H -2.66539 -3.14914 -4.00372
C 2.17527 0.15094 0.73984
C 0.91260 0.88521 0.34202
C 0.01537 1.13051 1.53895
O -0.45844 -0.10104 2.01967
C -1.21067 0.03508 3.20839
N 1.15214 2.14642 -0.40767
H 2.73616 -0.23937 -0.11367
H 1.93716 -0.75921 1.30348
H 2.84723 0.72243 1.38780
H 0.36285 0.20913 -0.32658
H -0.84524 1.74187 1.22767
H 0.60713 1.67064 2.29559
H -0.83664 0.80146 3.89205
H -1.20539 -0.93273 3.70893
H -2.26154 0.25345 2.97845
H 2.07398 2.00688 -0.82847
H 1.47597 2.79181 0.32642
C 3.05013 -2.26666 -2.59986
C 4.01857 -1.62516 -3.54997
C 5.39480 -1.54808 -2.87820
O 6.46524 -1.35107 -3.79971
C 6.54175 -0.04615 -4.36169
N 4.03965 -2.37095 -4.79566
H 2.00617 -2.18954 -2.90041
H 3.10986 -1.80556 -1.60697
H 3.27219 -3.31986 -2.40759
H 3.72760 -0.59018 -3.74965
H 5.70957 -2.46008 -2.36026
H 5.44367 -0.76408 -2.10545
H 7.42112 0.44595 -3.94570
H 5.63698 0.53285 -4.16335
H 6.63340 -0.13720 -5.44557
H 4.71911 -2.00712 -5.44839
H 4.24289 -3.34837 -4.63319
C 5.38508 4.20480 1.65617
C 4.00950 4.44441 2.20328
C 3.91814 5.80240 2.84487
O 2.65646 5.97964 3.42225
C 2.50424 7.21524 4.06438
N 3.02090 4.36410 1.05485
H 5.70666 5.04798 1.04234
H 5.46760 3.28013 1.08650
H 6.09878 4.09196 2.47858
H 3.61643 3.66853 2.86056
H 4.11908 6.59510 2.10633
H 4.73807 5.89938 3.58199
H 2.72582 7.15617 5.13788
H 1.48550 7.58748 3.95477
H 3.17084 7.99075 3.66468
H 3.49805 4.81818 0.27510
H 2.23512 4.99196 1.21628

Run B
Density functional theory data (ωB97M-V with the def2-TZVPD basis set) for 6 unconnected molecules or ions with the total composition C24H66N6O6.

## Properties
- SMILES string = COC[C@H](C)N.COC[C@H](C)N.COC[C@H](C)N.COC[C@H](C)N.COC[C@H](C)N.COC[C@H](C)N
- lowest unoccupied orbital energy (eV) = 0.681
- molar mass (g mol⁻¹) = 534.8
- charge = 0
- HOMO energy (hartree) = -0.3247

CARTESIAN COORDINATES (ANGSTROEM)
C 44.60053 0.72842 -7.50625
C 45.69719 0.73757 -6.47104
C 45.45086 -0.15023 -5.25718
O 44.33228 0.22171 -4.48458
C 44.26754 1.55316 -4.06878
N 47.00115 0.39390 -7.08792
H 44.85670 1.29473 -8.40312
H 43.70669 1.22904 -7.11668
H 44.21478 -0.25408 -7.78317
H 45.87289 1.75885 -6.10383
H 46.34187 -0.12534 -4.61456
H 45.26040 -1.16796 -5.59672
H 43.66389 1.66809 -3.17086
H 43.98852 2.26418 -4.85179
H 45.27235 1.86700 -3.73208
H 47.02940 0.83083 -7.99698
H 47.79720 0.64839 -6.52532
C 36.60927 3.34496 7.39091
C 35.83836 3.03252 6.11624
C 35.70218 1.50290 5.92526
O 34.98874 1.34204 4.69400
C 34.69396 -0.02349 4.50179
N 34.53443 3.67023 6.26701
H 37.54081 2.77976 7.55004
H 36.09701 2.97749 8.28613
H 36.88454 4.39539 7.42552
H 36.33148 3.35645 5.19963
H 35.04256 1.14544 6.72511
H 36.65735 0.97566 5.90526
H 33.84313 -0.31001 5.14342
H 35.50901 -0.70225 4.75831
H 34.27831 -0.20893 3.51142
H 34.05017 3.31980 7.09144
H 33.93450 3.29703 5.52681
C 38.41133 2.72907 2.47929
C 39.70713 2.05714 2.04218
C 40.02710 2.23443 0.56384
O 41.06540 1.30983 0.27873
C 41.61750 1.58444 -0.98483
N 40.81145 2.61772 2.81660
H 38.59408 3.80598 2.35668
H 38.13088 2.58529 3.52136
H 37.54337 2.53454 1.84624
H 39.55946 0.97444 2.18997
H 40.26248 3.30104 0.47059
H 39.15436 1.96747 -0.04262
H 42.00520 2.60249 -1.12325
H 40.82286 1.47812 -1.73456
H 42.43833 0.96014 -1.33882
H 40.66391 2.35765 3.78690
H 41.69756 2.22848 2.51549
C 40.14036 3.90692 -3.30713
C 39.71479 4.32761 -4.70376
C 40.67493 5.37994 -5.26297
O 40.22703 5.89213 -6.50293
C 39.30244 6.94650 -6.40260
N 39.68019 3.13179 -5.55430
H 41.12822 3.44079 -3.42909
H 39.48907 3.17119 -2.84685
H 40.35602 4.76685 -2.67053
H 38.74109 4.82539 -4.68072
H 41.72549 5.08585 -5.31359
H 40.68531 6.19903 -4.52255
H 39.59868 7.71147 -5.66855
H 38.28749 6.66359 -6.11214
H 39.36686 7.45562 -7.36397
H 40.61554 2.72962 -5.51211
H 39.57438 3.39668 -6.53031
C 42.39719 3.65183 7.07284
C 42.21563 2.71319 5.84596
C 43.56041 1.99523 5.73640
O 43.56972 1.19456 4.58115
C 44.59514 0.24067 4.47880
N 41.10025 1.83533 6.05399
H 43.21626 4.36115 6.97098
H 42.67788 2.94880 7.86210
H 41.47975 4.19315 7.29029
H 42.10176 3.33168 4.95188
H 43.69683 1.38022 6.63853
H 44.38626 2.71559 5.73471
H 45.54702 0.69157 4.15891
H 44.29236 -0.48863 3.73451
H 44.84154 -0.16928 5.46625
H 41.34135 0.88573 5.77951
H 40.77087 1.72544 7.00583
C 40.79692 -1.72064 5.14461
C 39.29457 -1.37400 5.13308
C 38.62876 -1.95838 3.90969
O 38.70204 -3.35309 3.87772
C 38.07072 -3.99305 2.80079
N 38.72557 -1.80037 6.40282
H 41.19242 -1.59882 6.15381
H 41.39687 -1.13139 4.44619
H 40.98035 -2.74279 4.80435
H 39.24959 -0.28050 5.08632
H 39.01390 -1.52566 2.97606
H 37.59397 -1.57402 3.91145
H 36.97473 -3.92984 2.86004
H 38.26724 -5.05633 2.94987
H 38.43983 -3.61937 1.84253
H 37.74529 -2.07014 6.35157
H 39.15274 -2.69850 6.63126

Each structure's energy above the most stable one, in kJ/mol: run A 0.0; run B 65.8.

Run A
Density functional theory data (ωB97M-V with the def2-TZVPD basis set) for a molecular structure, C3H3BrCl2S.

## Properties
- lowest unoccupied orbital energy (spin up / spin down) (eV) = -3.534 / -3.537
- molar mass (g mol⁻¹) = 221.9
- charge = 0
- HOMO energy (spin up / spin down) (hartree) = -0.3162 / -0.3152

CARTESIAN COORDINATES (ANGSTROEM)
C -0.49545 -3.85511 2.79490
C -1.57298 -3.29039 3.22797
C -0.02110 0.03562 0.86878
S 1.58164 -0.87320 0.74385
Cl 0.90439 -3.30793 2.13909
Cl -1.86921 -1.55463 3.68097
Br -3.12714 -4.22894 3.83599
H -0.96791 -0.36750 0.89282
H 0.01681 0.86268 0.06473
H 0.11046 0.54234 1.80322

Run B
Density functional theory data (ωB97M-V with the def2-TZVPD basis set) for 2 unconnected molecules or ions with the total composition C3H3BrCl2S.

## Properties
- lowest unoccupied orbital energy (spin up / spin down) (eV) = -2.078 / -1.944
- molar mass (g mol⁻¹) = 221.9
- charge = 0
- HOMO energy (spin up / spin down) (hartree) = -0.3411 / -0.3273

CARTESIAN COORDINATES (ANGSTROEM)
C -0.72669 0.26509 -1.60632
C -1.44378 0.96493 -0.77324
C 1.32947 -0.86782 1.17244
S 0.65657 -2.07600 0.04148
Cl -0.18820 0.56958 -3.17163
Cl -2.13876 2.63398 -1.00672
Br -2.01703 0.24673 0.93990
H 0.98777 0.11402 0.95784
H 2.37859 -0.86623 1.26705
H 1.16205 -0.98428 2.17919

Each structure's energy above the most stable one, in kJ/mol: run A 128.1; run B 0.0.

Run A
Density functional theory data (ωB97M-V with the def2-TZVPD basis set) for a gas-phase ion, C8H15NP (charge +1).

## Properties
- lowest unoccupied orbital energy (spin up / spin down) (eV) = -5.048 / -5.827
- molar mass (g mol⁻¹) = 156.2
- charge = +1
- HOMO energy (spin up / spin down) (hartree) = -0.4600 / -0.4650

CARTESIAN COORDINATES (ANGSTROEM)
C -2.22679 2.02712 0.35072
C -0.89691 2.38076 0.03767
C -2.65672 0.67336 0.12012
C 0.22986 1.75856 -0.43393
C -2.58183 -1.52846 -0.61471
C 2.86487 1.22099 -0.17930
C 1.14253 -0.82298 -1.42216
C 0.97003 -0.54305 1.52762
N -1.99148 -0.27046 -0.35799
P 1.22987 0.41203 -0.12158
H -2.98866 2.81996 0.25522
H -0.63262 3.52618 0.09104
H -3.81852 0.62992 0.42154
H -2.04660 -2.25390 -0.05748
H -3.59514 -1.52681 -0.21280
H -2.45074 -1.68172 -1.65304
H 2.75462 2.25593 0.10195
H 3.24842 1.21589 -1.19690
H 3.49133 0.70435 0.52148
H 0.17106 -1.21922 -1.52718
H 1.86571 -1.70268 -1.31525
H 1.56592 -0.34236 -2.40967
H 0.06406 -0.98801 1.34695
H 0.66012 0.16665 2.24820
H 1.69431 -1.36651 1.84178

Run B
Density functional theory data (ωB97M-V with the def2-TZVPD basis set) for 2 unconnected molecules or ions with the total composition C8H15NP.

## Properties
- lowest unoccupied orbital energy (eV) = -4.263
- molar mass (g mol⁻¹) = 156.2
- charge = +1
- HOMO energy (hartree) = -0.4459

CARTESIAN COORDINATES (ANGSTROEM)
C -2.89882 1.46425 -0.84324
C -1.55971 1.83877 -0.43171
C -2.97880 0.07968 -0.81270
C -1.03214 0.65344 -0.15149
C -1.64822 -1.79709 -0.15343
C 1.89415 1.86454 0.68214
C 2.21847 -0.65375 -1.13511
C 1.57801 -0.92194 1.75162
N -1.82796 -0.38784 -0.34005
P 1.36318 0.10933 0.32370
H -3.39168 2.20846 -1.46893
H -1.02012 2.77199 -0.48937
H -3.79387 -0.60493 -0.70994
H -0.79035 -2.21133 -0.60706
H -1.70021 -2.06979 0.88631
H -2.36862 -2.47021 -0.58831
H 2.66063 2.11182 0.02635
H 2.09110 1.72602 1.77928
H 1.07641 2.50763 0.50765
H 3.34481 -0.42667 -1.14934
H 1.86557 -0.37629 -2.12907
H 2.09420 -1.68525 -1.06262
H 1.47924 -2.05912 1.44961
H 0.76267 -0.79955 2.44529
H 2.58205 -0.87218 2.22044

Each structure's energy above the most stable one, in kJ/mol: run A 151.4; run B 0.0.